No. 1
{
  "formula": "C31H25NO2RbTe",
  "method": "ωB97M-V/def2-TZVPD",
  "species": ["Rb", "C", "C", "C", "C", "C", "C", "C", "C", "C", "C", "C", "C", "C", "C", "C", "N", "H", "H", "H", "H", "H", "H", "H", "H", "H", "H", "C", "C", "O", "C", "C", "C", "C", "C", "C", "O", "H", "H", "H", "H", "H", "H", "H", "C", "Te", "C", "C", "C", "C", "C", "C", "C", "H", "H", "H", "H", "H", "H", "H", "H"],
  "coordinates": [[0.852, 1.144, -0.081], [2.857, 5.978, 0.115], [1.849, 6.928, 0.269], [0.529, 6.507, 0.241], [0.221, 5.148, 0.067], [1.201, 4.149, -0.068], [2.522, 4.638, -0.042], [-1.225, 4.745, 0.036], [-2.255, 5.724, -0.184], [-3.561, 5.366, -0.212], [-3.920, 4.008, -0.021], [-5.254, 3.538, -0.027], [-5.525, 2.211, 0.154], [-4.462, 1.298, 0.350], [-3.168, 1.734, 0.358], [-2.858, 3.107, 0.172], [-1.548, 3.480, 0.191], [3.898, 6.291, 0.132], [2.086, 7.976, 0.416], [-0.242, 7.257, 0.386], [3.347, 3.930, -0.139], [-1.983, 6.754, -0.356], [-4.336, 6.105, -0.391], [-6.059, 4.249, -0.179], [-6.548, 1.855, 0.150], [-4.676, 0.246, 0.497], [-2.350, 1.042, 0.516], [5.741, 0.775, 0.017], [4.412, 0.034, 0.040], [3.393, 0.715, 0.068], [4.397, -1.429, 0.029], [5.628, -2.114, 0.030], [5.728, -3.484, 0.033], [4.533, -4.229, 0.036], [3.312, -3.614, 0.031], [3.156, -2.179, 0.022], [2.001, -1.668, 0.010], [5.524, 1.839, 0.021], [6.322, 0.523, -0.873], [6.349, 0.524, 0.888], [6.544, -1.535, 0.028], [6.694, -3.972, 0.036], [4.577, -5.314, 0.042], [2.402, -4.202, 0.030], [-2.820, -2.942, 0.024], [-0.767, -2.314, 0.111], [-0.296, -4.387, -0.045], [-1.604, -5.133, -0.159], [-1.606, -6.521, -0.297], [-2.793, -7.225, -0.392], [-4.004, -6.542, -0.349], [-4.010, -5.165, -0.214], [-2.817, -4.445, -0.118], [-3.312, -2.472, -0.827], [-3.343, -2.634, 0.930], [0.260, -4.689, 0.841], [0.338, -4.544, -0.915], [-0.659, -7.049, -0.328], [-2.777, -8.303, -0.498], [-4.939, -7.083, -0.423], [-4.952, -4.629, -0.181]],
  "lowdin_charge": [0.81, -0.13, -0.13, -0.09, -0.25, -0.17, -0.18, -0.22, -0.01, -0.03, -0.17, -0.05, -0.10, -0.09, -0.02, -0.22, 0.14, 0.08, 0.08, 0.08, 0.06, 0.09, 0.11, 0.11, 0.09, 0.09, 0.09, -0.02, -0.40, -0.15, -0.10, -0.08, -0.13, -0.12, -0.03, -0.39, -0.27, 0.07, 0.08, 0.08, 0.09, 0.08, 0.09, 0.07, -0.47, 1.32, -0.44, -0.28, -0.05, -0.10, -0.10, -0.05, -0.29, 0.05, 0.04, 0.06, 0.06, 0.11, 0.09, 0.09, 0.11],
  "de_lowest_kcal_mol": 2.8,
  "charge": -1,
  "total_energy_ha": -1693.68145
}

=====

No. 2
{
  "formula": "C32H43F6IrO3Se",
  "method": "ωB97M-V/def2-TZVPD",
  "species": ["Ir", "C", "C", "C", "C", "C", "C", "C", "Se", "C", "C", "C", "C", "C", "C", "O", "C", "C", "C", "C", "C", "C", "C", "C", "C", "O", "C", "C", "C", "C", "C", "C", "H", "H", "H", "H", "H", "H", "H", "H", "H", "H", "H", "H", "H", "H", "H", "H", "H", "H", "H", "H", "H", "H", "H", "H", "H", "H", "H", "H", "H", "H", "H", "H", "H", "H", "H", "H", "H", "H", "H", "H", "C", "C", "O", "C", "F", "F", "F", "C", "F", "F", "F", "H", "H", "H"],
  "coordinates": [[-2.003, -0.549, -0.598], [4.512, 3.358, -2.107], [3.375, 3.327, -3.141], [3.741, 2.345, -4.268], [3.238, 4.724, -3.750], [2.102, 2.860, -2.472], [2.046, 1.592, -1.859], [0.886, 1.142, -1.281], [0.690, -0.779, -0.821], [0.868, -1.284, 1.089], [2.016, -1.895, 1.525], [2.061, -2.535, 2.781], [0.898, -2.536, 3.553], [-0.276, -1.922, 3.174], [-0.320, -1.254, 1.888], [-1.388, -0.717, 1.479], [-1.552, -2.022, 3.979], [-2.108, -0.621, 4.284], [-2.580, -2.809, 3.140], [-1.358, -2.759, 5.307], [3.320, -3.239, 3.233], [4.475, -2.227, 3.289], [3.666, -4.350, 2.228], [3.168, -3.876, 4.617], [-0.304, 1.939, -1.260], [-1.385, 1.515, -0.757], [-0.249, 3.238, -1.898], [0.937, 3.630, -2.481], [-1.522, 4.047, -2.006], [-2.532, 3.226, -2.834], [-1.315, 5.392, -2.710], [-2.107, 4.321, -0.612], [5.425, 3.714, -2.579], [4.713, 2.375, -1.693], [4.266, 4.035, -1.294], [4.657, 2.676, -4.749], [2.954, 2.315, -5.017], [3.900, 1.337, -3.898], [4.187, 5.027, -4.184], [2.971, 5.457, -2.994], [2.495, 4.735, -4.544], [2.917, 0.953, -1.866], [2.884, -1.907, 0.882], [0.909, -3.064, 4.489], [-2.369, -0.095, 3.372], [-1.376, -0.034, 4.835], [-3.004, -0.713, 4.892], [-2.793, -2.292, 2.208], [-3.506, -2.905, 3.698], [-2.204, -3.805, 2.915], [-0.619, -2.258, 5.929], [-1.062, -3.794, 5.150], [-2.300, -2.766, 5.850], [4.685, -1.794, 2.316], [5.378, -2.724, 3.636], [4.242, -1.424, 3.984], [3.834, -3.962, 1.228], [2.864, -5.083, 2.181], [4.572, -4.856, 2.550], [2.915, -3.131, 5.366], [4.109, -4.334, 4.911], [2.411, -4.655, 4.608], [0.953, 4.578, -2.988], [-2.137, 3.029, -3.829], [-3.459, 3.782, -2.931], [-2.750, 2.279, -2.346], [-0.997, 5.261, -3.741], [-0.589, 6.006, -2.180], [-2.258, 5.932, -2.724], [-2.383, 3.397, -0.114], [-2.999, 4.935, -0.708], [-1.388, 4.855, 0.005], [-5.855, -2.159, -2.108], [-4.338, -1.983, -1.938], [-3.995, -1.010, -1.070], [-3.706, -1.641, -3.316], [-2.378, -1.358, -3.150], [-3.779, -2.602, -4.229], [-4.242, -0.543, -3.836], [-3.710, -3.318, -1.453], [-3.797, -4.325, -2.313], [-4.234, -3.720, -0.301], [-2.378, -3.134, -1.201], [-6.276, -1.219, -2.455], [-6.293, -2.399, -1.142], [-6.069, -2.952, -2.824]],
  "lowdin_charge": [1.38, -0.03, -0.55, -0.03, -0.05, -0.13, -0.05, -0.33, 1.24, -0.33, -0.05, -0.12, 0.06, -0.05, -0.37, -0.14, -0.53, -0.02, -0.02, -0.05, -0.56, -0.03, -0.03, -0.05, -0.37, -0.15, -0.05, 0.06, -0.53, -0.02, -0.05, -0.02, 0.09, 0.08, 0.09, 0.09, 0.09, 0.08, 0.09, 0.09, 0.09, 0.11, 0.11, 0.09, 0.08, 0.10, 0.09, 0.07, 0.10, 0.10, 0.09, 0.09, 0.09, 0.08, 0.09, 0.09, 0.08, 0.09, 0.09, 0.09, 0.09, 0.09, 0.09, 0.10, 0.09, 0.07, 0.09, 0.09, 0.09, 0.08, 0.09, 0.10, 0.05, -0.48, -0.22, -0.57, 0.07, 0.19, 0.18, -0.57, 0.19, 0.18, 0.07, 0.10, 0.10, 0.11],
  "spin_multiplicity": 2,
  "charge": 1,
  "total_energy_ha": -4575.46868
}

=====

No. 3
{
  "formula": "C10H11N2S",
  "method": "ωB97M-V/def2-TZVPD",
  "species": ["C", "C", "C", "C", "C", "C", "C", "C", "C", "C", "N", "N", "S", "H", "H", "H", "H", "H", "H", "H", "H", "H", "H", "H"],
  "coordinates": [[2.848, -2.215, 0.673], [2.427, -2.606, -0.574], [2.320, -1.046, 1.187], [1.300, -2.075, -1.146], [1.193, -0.473, 0.645], [0.645, -0.993, -0.496], [-0.999, -0.377, -2.405], [-0.609, -0.518, -1.112], [-1.780, 1.445, -0.036], [-2.745, 0.572, -0.848], [-1.570, 0.012, -0.153], [-2.116, 1.899, 1.329], [-2.531, 0.341, -2.670], [3.705, -2.722, 1.233], [3.048, -3.379, -1.043], [2.731, -0.493, 2.079], [0.857, -2.443, -2.039], [0.816, 0.511, 0.977], [-0.388, -0.715, -3.162], [-1.135, 2.185, -0.555], [-3.803, 0.536, -0.543], [-1.234, 2.079, 1.892], [-2.596, 1.057, 1.682], [-2.794, 2.760, 1.354]],
  "lowdin_charge": [-0.08, -0.08, -0.09, -0.01, -0.07, -0.18, -0.35, -0.24, -0.29, -0.39, 0.00, 0.22, 0.99, 0.14, 0.12, 0.13, 0.11, 0.11, 0.06, 0.18, 0.12, 0.19, 0.17, 0.23],
  "de_lowest_kcal_mol": 45.9,
  "smiles": "[NH3+][C@@H]1[C@H]2SC=C(c3ccccc3)N12",
  "charge": 1,
  "total_energy_ha": -895.01985
}

=====

No. 4
{
  "formula": "C53H78F5N4O34P2",
  "method": "ωB97M-V/def2-TZVPD",
  "species": ["C", "C", "C", "C", "C", "N", "C", "C", "C", "C", "C", "C", "C", "C", "C", "C", "N", "C", "C", "C", "N", "C", "F", "F", "C", "F", "F", "F", "C", "P", "O", "O", "O", "C", "C", "P", "O", "O", "O", "N", "C", "C", "C", "O", "H", "H", "H", "H", "H", "H", "H", "H", "H", "H", "H", "H", "H", "H", "H", "H", "H", "H", "H", "H", "H", "H", "H", "H", "H", "H", "H", "H", "H", "H", "H", "H", "H", "H", "H", "H", "H", "H", "H", "H", "H", "H", "C", "C", "O", "C", "O", "O", "H", "H", "H", "H", "C", "C", "O", "C", "O", "O", "H", "H", "H", "H", "C", "C", "O", "C", "O", "O", "H", "H", "H", "H", "C", "C", "O", "C", "O", "O", "H", "H", "H", "H", "C", "C", "O", "C", "O", "O", "H", "H", "H", "H", "C", "C", "O", "C", "O", "O", "H", "H", "H", "H", "C", "C", "O", "C", "O", "O", "H", "H", "H", "H", "C", "C", "O", "C", "O", "O", "H", "H", "H", "H", "C", "C", "O", "C", "O", "O", "H", "H", "H", "H"],
  "coordinates": [[2.000, 4.966, 2.309], [1.259, 4.720, 0.977], [0.983, 3.217, 0.778], [-0.066, 2.695, 1.830], [0.442, 1.629, 2.795], [0.570, 0.205, 2.332], [1.629, 0.039, 1.276], [1.888, -1.489, 0.944], [3.426, -1.543, 0.842], [4.235, -1.509, 2.134], [3.953, -0.849, 3.312], [4.779, -0.870, 4.416], [5.960, -1.576, 4.376], [6.284, -2.243, 3.198], [7.590, -3.031, 3.152], [5.448, -2.196, 2.112], [1.237, -1.676, -0.367], [1.847, -1.526, -1.480], [2.409, -2.714, -2.271], [2.041, -0.188, -2.217], [1.245, -2.426, 1.878], [1.589, -3.799, 1.737], [2.079, -4.122, 0.497], [0.537, -4.638, 1.819], [2.717, -4.404, 2.708], [3.837, -4.692, 2.028], [2.294, -5.592, 3.174], [3.004, -3.657, 3.769], [-0.044, -2.113, 2.486], [0.065, -2.537, 4.316], [0.321, -3.959, 4.488], [1.233, -1.711, 5.115], [-1.326, -2.342, 5.169], [-0.625, -0.672, 2.130], [-1.731, -0.295, 3.188], [-2.845, 1.130, 2.989], [-2.422, 2.302, 3.750], [-3.264, 1.594, 1.499], [-4.244, 0.654, 3.704], [-1.247, -0.715, 0.847], [-1.110, 0.232, -0.255], [-2.367, -1.583, 0.546], [-3.824, -1.290, 0.859], [-2.131, -2.607, -0.060], [1.338, 4.759, 3.162], [2.311, 6.012, 2.385], [2.857, 4.285, 2.393], [0.318, 5.290, 0.990], [1.841, 5.114, 0.125], [1.942, 2.690, 0.842], [0.512, 3.122, -0.212], [-0.298, 3.575, 2.442], [-0.990, 2.473, 1.290], [1.480, 1.922, 3.031], [-0.050, 1.747, 3.770], [1.058, -0.218, 3.134], [1.411, 0.589, 0.366], [2.513, 0.524, 1.706], [3.775, -2.411, 0.272], [3.785, -0.675, 0.263], [3.043, -0.253, 3.396], [4.472, -0.321, 5.303], [6.584, -1.553, 5.266], [7.583, -3.723, 4.001], [7.551, -3.668, 2.259], [8.473, -2.388, 3.170], [5.779, -2.727, 1.220], [3.492, -2.799, -2.095], [2.302, -2.495, -3.343], [1.875, -3.638, -2.048], [1.991, -0.321, -3.301], [1.350, 0.585, -1.867], [3.068, 0.155, -1.997], [-0.815, -2.840, 2.184], [0.881, -0.853, 5.406], [-1.207, -1.733, 5.911], [-1.225, -0.122, 4.146], [-2.350, -1.192, 3.306], [-4.211, 1.466, 1.341], [-4.920, 0.442, 3.047], [-0.724, -0.300, -1.139], [-0.484, 1.116, -0.149], [-2.100, 0.583, -0.589], [-4.160, -0.371, 0.370], [-4.032, -1.209, 1.936], [-4.479, -2.091, 0.510], [-7.310, 2.862, -1.320], [-6.589, 2.699, -0.004], [-6.013, 1.389, -0.127], [-5.896, 1.117, -1.467], [-5.304, 0.189, -1.915], [-6.535, 2.044, -2.203], [-7.329, 3.893, -1.664], [-8.331, 2.478, -1.291], [-5.786, 3.428, 0.126], [-7.257, 2.752, 0.853], [-3.319, 2.530, -4.405], [-3.028, 1.318, -3.569], [-1.630, 1.467, -3.263], [-1.331, 2.783, -3.361], [-0.298, 3.263, -3.004], [-2.355, 3.479, -3.906], [-4.334, 2.895, -4.275], [-3.137, 2.359, -5.466], [-3.586, 1.309, -2.639], [-3.213, 0.392, -4.100], [-7.972, -1.063, -5.191], [-7.234, -2.175, -5.885], [-6.066, -1.504, -6.386], [-5.861, -0.408, -5.627], [-4.877, 0.272, -5.683], [-6.900, -0.178, -4.801], [-8.521, -1.395, -4.334], [-8.645, -0.524, -5.859], [-6.919, -2.964, -5.194], [-7.809, -2.627, -6.699], [-10.622, -5.501, -3.397], [-10.671, -4.602, -2.185], [-10.114, -3.382, -2.684], [-10.290, -3.371, -4.029], [-10.089, -2.424, -4.723], [-10.722, -4.570, -4.477], [-11.440, -6.217, -3.425], [-9.676, -6.040, -3.483], [-11.690, -4.411, -1.845], [-10.086, -4.985, -1.352], [2.752, 7.320, -3.954], [2.381, 6.008, -3.312], [3.235, 5.977, -2.160], [3.563, 7.262, -1.859], [4.119, 7.596, -0.863], [3.172, 8.110, -2.841], [1.915, 7.789, -4.467], [3.586, 7.223, -4.652], [1.341, 5.981, -2.982], [2.567, 5.155, -3.960], [2.895, 12.623, -3.408], [2.142, 11.783, -2.406], [1.295, 10.990, -3.241], [1.871, 10.925, -4.467], [1.507, 10.207, -5.343], [2.914, 11.783, -4.564], [3.906, 12.861, -3.085], [2.374, 13.551, -3.655], [2.797, 11.120, -1.837], [1.554, 12.380, -1.712], [6.263, -4.461, 8.371], [6.772, -5.194, 7.154], [7.371, -4.142, 6.391], [7.699, -3.144, 7.249], [8.360, -2.199, 6.955], [7.175, -3.363, 8.475], [6.286, -5.071, 9.271], [5.253, -4.069, 8.234], [7.537, -5.933, 7.399], [5.979, -5.680, 6.591], [11.636, -3.381, 5.378], [11.373, -1.948, 5.764], [12.419, -1.244, 5.090], [12.820, -2.008, 4.041], [13.554, -1.644, 3.184], [12.264, -3.249, 4.102], [10.724, -3.971, 5.304], [12.327, -3.880, 6.061], [10.410, -1.587, 5.398], [11.425, -1.784, 6.837], [-7.530, -7.188, -7.945], [-6.226, -6.427, -7.970], [-6.653, -5.092, -8.246], [-7.942, -4.979, -7.848], [-8.537, -3.951, -7.787], [-8.463, -6.189, -7.526], [-7.518, -8.024, -7.250], [-7.822, -7.552, -8.932], [-5.713, -6.441, -7.005], [-5.543, -6.783, -8.737]],
  "lowdin_charge": [-0.10, -0.24, -0.19, -0.17, -0.10, 0.01, -0.01, -0.32, -0.05, -0.20, -0.08, -0.06, -0.02, -0.24, -0.02, -0.02, 0.11, -0.34, -0.01, -0.01, 0.07, -0.40, 0.11, 0.14, -0.51, 0.16, 0.16, 0.16, -0.16, 0.55, -0.21, -0.11, -0.13, -0.34, -0.13, 0.49, -0.24, -0.13, -0.12, -0.04, -0.04, -0.40, 0.02, 0.15, 0.07, 0.08, 0.08, 0.12, 0.10, 0.10, 0.10, 0.11, 0.08, 0.14, 0.12, 0.13, 0.10, 0.12, 0.12, 0.14, 0.08, 0.11, 0.11, 0.07, 0.08, 0.09, 0.13, 0.10, 0.08, 0.08, 0.08, 0.06, 0.10, 0.14, 0.08, 0.09, 0.09, 0.10, 0.05, 0.07, 0.09, 0.07, 0.09, 0.05, 0.07, 0.11, -0.10, -0.11, 0.02, -0.55, 0.16, 0.08, 0.14, 0.14, 0.14, 0.14, -0.10, -0.12, 0.05, -0.57, 0.13, 0.07, 0.13, 0.13, 0.10, 0.12, -0.11, -0.11, 0.08, -0.56, 0.13, 0.06, 0.10, 0.14, 0.14, 0.10, -0.11, -0.12, 0.06, -0.54, 0.14, 0.08, 0.14, 0.13, 0.14, 0.13, -0.12, -0.11, 0.04, -0.57, 0.16, 0.06, 0.12, 0.14, 0.13, 0.13, -0.12, -0.12, 0.06, -0.57, 0.15, 0.07, 0.13, 0.13, 0.13, 0.13, -0.11, -0.11, 0.03, -0.57, 0.15, 0.07, 0.14, 0.13, 0.14, 0.14, -0.12, -0.13, 0.06, -0.57, 0.17, 0.06, 0.13, 0.13, 0.12, 0.13, -0.12, -0.12, 0.07, -0.55, 0.15, 0.07, 0.13, 0.14, 0.13, 0.14],
  "charge": 1,
  "total_energy_ha": -6025.48741
}

=====

No. 5
{
  "formula": "C8H7CrN2O5S",
  "method": "ωB97M-V/def2-TZVPD",
  "species": ["O", "C", "Cr", "C", "O", "C", "O", "C", "O", "C", "O", "H", "S", "C", "N", "C", "C", "N", "H", "H", "H", "H", "H", "H"],
  "coordinates": [[-0.345, 3.905, -0.781], [-0.387, 3.527, -1.864], [-0.231, -1.495, -1.510], [-0.207, -3.378, -1.478], [-0.222, -4.545, -1.460], [-0.167, -2.695, -4.569], [-0.499, -2.369, -5.605], [1.610, -1.265, -1.756], [2.796, -1.361, -1.728], [-2.031, -1.358, -2.121], [-3.190, -1.495, -2.222], [-0.367, -0.486, -0.359], [-0.334, -1.606, 0.696], [0.004, -0.102, 1.610], [1.221, 0.424, 1.783], [1.183, 1.670, 2.523], [-0.305, 1.988, 2.568], [-0.895, 0.854, 1.890], [2.093, -0.013, 1.463], [1.772, 2.465, 2.062], [1.602, 1.530, 3.520], [-0.534, 2.945, 2.097], [-0.675, 2.056, 3.591], [-1.892, 0.803, 1.649]],
  "lowdin_charge": [-0.01, 0.03, -0.02, -0.23, 0.14, 0.05, 0.08, -0.15, 0.09, -0.14, 0.12, -0.07, 0.87, -0.56, 0.07, -0.10, -0.11, 0.07, 0.18, 0.14, 0.13, 0.13, 0.13, 0.18],
  "spin_multiplicity": 5,
  "charge": 1,
  "total_energy_ha": -2237.03000
}

=====

No. 6
{
  "formula": "C6H8N2S",
  "method": "ωB97M-V/def2-TZVPD",
  "species": ["C", "C", "C", "C", "C", "C", "N", "N", "S", "H", "H", "H", "H", "H", "H", "H", "H"],
  "coordinates": [[0.507, -1.212, -2.176], [-0.304, -2.031, -1.411], [0.176, -0.281, -0.332], [1.115, 3.800, 0.761], [0.901, 2.518, 0.437], [-1.249, -2.033, 0.840], [0.728, -0.054, -1.466], [-0.566, -1.438, -0.235], [0.079, 1.248, 1.297], [0.998, -1.130, -3.130], [-0.654, -2.924, -1.765], [1.820, 4.480, 0.428], [0.499, 4.273, 1.433], [1.611, 2.305, -0.346], [-1.051, -1.255, 1.650], [-2.225, -2.001, 0.602], [-0.898, -3.079, 1.170]],
  "lowdin_charge": [-0.12, -0.10, -0.35, -0.07, -0.62, -0.03, 0.06, -0.15, 0.82, 0.10, 0.09, 0.03, 0.01, 0.05, 0.09, 0.05, 0.13],
  "de_lowest_kcal_mol": 80.5,
  "smiles": "C=CSc1nccn1C",
  "total_energy_ha": -740.99682
}